(1)
76
Properties=species:S:1:pos:R:3:forces:R:3:mulliken_charge:R:1 method="wB97M-V/def2-TZVPD" gap_ev=8.7 de_lowest_kcal_mol=47.0 e_lumo_ha=-0.0090 smiles="NC(N)=O.NC(N)=O.CCO.CCO.CCO.CCO.CCO.CCO.CO"
N 0.23400 -1.49473 0.59390 0.80 -1.32 1.68 1.021
C -0.84043 -1.13926 -0.05625 -6.32 -4.57 1.83 -0.733
N -0.61863 -0.17051 -0.89824 -3.30 2.29 -2.86 1.601
O -2.01780 -1.89344 0.20155 5.45 4.27 -1.88 -0.788
H 0.18224 -2.26301 1.25301 0.18 -0.53 0.10 -0.035
H 1.05944 -0.94693 0.60731 0.67 0.61 -0.14 -0.502
H -1.41599 0.23191 -1.46169 1.43 -0.69 0.96 0.158
H 0.21538 0.37861 -0.86900 0.53 0.10 0.09 -0.704
N 0.27226 0.10192 2.87807 -0.67 -2.48 -1.57 -0.411
C 1.37076 -0.31835 3.53533 2.72 -4.60 -2.65 0.293
N 1.75438 0.55819 4.44099 2.15 1.44 2.58 -0.355
O 2.02712 -1.47298 3.17057 -3.00 5.71 2.24 -0.665
H 0.10052 -0.58799 2.08248 -0.32 1.83 1.09 0.255
H 0.07204 1.08173 2.78170 -0.03 -0.06 -0.13 0.305
H 2.63757 0.35583 5.00390 -2.01 0.68 -1.17 0.317
H 1.20360 1.46074 4.53079 1.32 -1.92 0.29 0.199
C -0.31868 0.09746 -4.23278 1.32 2.12 -0.25 -0.914
C -0.95516 1.53322 -4.36839 0.39 -1.36 -0.67 -0.176
O -1.41552 1.80167 -3.04303 0.67 -0.01 -0.06 -0.377
H 0.11286 -0.33422 -5.12752 0.00 0.34 -0.45 0.461
H -0.88130 -0.67826 -3.78795 -1.28 -0.40 0.52 0.199
H 0.51596 0.28048 -3.54197 0.02 -0.33 -0.15 0.092
H -1.83976 1.56777 -5.02160 0.35 -0.15 -0.13 0.382
H -0.17911 2.28012 -4.78614 -1.15 -1.18 0.90 0.109
H -1.71806 2.69902 -3.02266 -0.40 0.77 0.18 0.240
C 3.37430 -0.83260 -0.17571 3.06 -0.40 0.58 -1.049
C 3.29325 0.52583 0.51259 -0.53 -1.32 -0.51 -0.384
O 1.95577 0.90189 0.37569 -2.26 0.77 -0.08 -0.238
H 3.14198 -0.75936 -1.21931 -0.32 0.34 -0.56 0.267
H 2.75902 -1.62693 0.22662 0.19 0.00 0.43 0.166
H 4.48369 -1.18300 -0.17860 -1.83 0.40 0.24 0.407
H 3.85010 1.21124 -0.05705 1.31 0.98 -0.50 0.459
H 3.51231 0.58570 1.56207 0.74 -0.51 0.50 0.302
H 1.79249 1.75857 0.79149 0.20 -0.13 -0.23 0.086
C -3.44967 -0.73974 3.15544 -1.18 -0.08 -2.32 -0.834
C -3.16228 -0.22440 4.52378 -2.08 -1.45 -1.06 -0.200
O -2.05054 0.59055 4.45487 0.46 0.64 1.32 -0.504
H -3.42153 -0.00427 2.34465 0.38 0.25 0.18 -0.011
H -4.45088 -1.15077 3.00737 -0.16 -0.17 0.54 0.488
H -2.79443 -1.55750 2.87456 0.40 0.00 -0.12 0.195
H -3.11717 -1.25468 4.94649 0.71 1.08 1.59 0.202
H -4.04834 0.31943 4.88842 0.65 -0.04 0.29 0.361
H -1.42762 0.12607 3.90285 0.72 -0.24 -0.30 0.459
C 1.45225 4.05197 -3.24761 1.02 -2.69 1.61 -1.449
C 1.24955 3.43983 -1.82516 1.03 -0.08 -3.15 0.496
O 2.29897 3.90209 -1.01883 -0.21 0.73 1.76 -0.557
H 0.74421 3.72014 -3.93248 -1.16 -1.14 -1.23 0.271
H 2.45642 3.86287 -3.61944 0.00 0.07 0.07 0.322
H 1.23555 5.02590 -3.18821 -0.18 4.12 0.26 0.504
H 1.33108 2.37002 -2.01057 0.06 -0.22 0.80 -0.153
H 0.26610 3.68274 -1.51045 -0.89 0.18 0.83 0.208
H 1.99487 4.67894 -0.49335 0.37 -0.88 -0.75 0.352
C 0.86363 -3.76735 -3.53659 -0.61 0.73 -1.69 -1.250
C 0.38853 -3.25892 -2.16331 0.40 1.50 -0.93 0.007
O 1.38194 -2.28627 -1.80583 0.69 -1.11 -1.00 -0.593
H 0.41592 -3.26481 -4.45658 0.55 0.70 1.45 0.207
H 0.44445 -4.68891 -3.83787 -0.10 -1.84 0.53 0.464
H 1.95850 -3.77263 -3.74344 -0.77 -0.03 0.79 0.259
H 0.18592 -3.97130 -1.36301 0.63 -0.53 -0.16 0.217
H -0.54907 -2.69558 -2.20904 -0.25 -0.31 -0.54 0.164
H 1.02544 -1.77011 -1.10662 -0.27 0.33 0.75 0.406
C -3.07183 2.15100 0.14595 0.81 1.04 0.40 -1.476
C -1.76342 2.36661 0.99436 -1.56 -1.46 0.12 1.398
O -1.53471 3.72803 1.15234 0.30 1.41 0.41 -0.636
H -3.92576 2.56844 0.66225 -0.12 0.50 0.21 0.465
H -3.36834 1.12982 0.00397 0.45 -0.78 -0.13 0.307
H -2.98847 2.65767 -0.84867 0.08 -0.42 0.85 0.208
H -0.94807 1.99808 0.42499 0.83 -0.92 -0.58 -0.567
H -1.76511 1.83970 2.00710 -0.50 0.46 -1.22 0.112
H -0.63252 3.80634 1.48991 -0.33 0.31 -0.04 0.342
C -0.02561 -4.82052 1.92281 -0.63 2.17 -2.26 -0.806
O 0.53850 -3.53243 2.30638 0.79 -2.09 0.20 -0.489
H 0.63579 -5.55839 1.40462 -0.57 1.03 0.20 0.263
H -0.97851 -4.50023 1.42270 1.27 -0.26 -1.28 0.243
H -0.59784 -5.25964 2.64278 -0.28 -1.63 3.30 0.347
H 1.48349 -3.64808 2.53823 -0.83 0.43 0.05 0.272

---

(2)
79
Properties=species:S:1:pos:R:3:forces:R:3:mulliken_charge:R:1 method="wB97M-V/def2-TZVPD" gap_ev=7.0 de_lowest_kcal_mol=0.0 e_lumo_ha=-0.1497 total_charge=+1
O -0.19946 -0.67454 -1.86706 0.25 -0.71 0.37 -0.378
H -0.41791 -1.27366 -2.58465 -0.22 -0.76 -0.78 0.455
H 0.50721 -0.07860 -2.12605 0.70 0.80 -0.12 0.457
H -0.98784 -0.25909 -1.51005 -0.71 0.66 0.41 0.455
C 4.35055 -5.86598 -0.82414 -4.40 2.37 -1.29 0.638
O 3.38523 -5.09664 -0.85026 0.23 0.27 0.05 -0.687
N 4.55792 -6.79126 -1.69040 -0.17 -3.17 -4.18 -0.426
N 5.23202 -5.92722 0.08124 3.24 1.19 5.00 -0.386
H 5.12103 -7.54840 -1.33020 -0.57 -0.39 -1.08 0.183
H 3.76652 -6.92685 -2.30309 0.46 -0.57 -0.20 0.244
H 5.86748 -6.71014 0.02361 0.07 0.58 1.09 0.189
H 4.84226 -5.51357 0.91615 1.12 -0.23 0.59 0.245
C -2.22718 -1.64297 -7.82305 -0.78 -0.67 5.09 0.608
O -1.96443 -1.82371 -6.58983 0.09 0.64 -2.74 -0.684
N -2.71533 -2.60276 -8.59672 0.25 -3.03 -1.00 -0.464
N -2.39755 -0.49425 -8.41526 0.63 3.36 -0.84 -0.338
H -2.49284 -2.50742 -9.57728 -0.19 -0.46 -0.01 0.231
H -2.55268 -3.51167 -8.18742 -0.05 -0.18 -0.40 0.242
H -2.31590 0.36543 -7.89144 0.10 -0.20 -0.37 0.221
H -2.74912 -0.51098 -9.36195 0.00 0.59 0.41 0.183
C 5.71852 0.80150 -3.79341 -2.78 1.95 -0.87 0.611
O 4.49332 0.72760 -3.86739 -0.37 -1.11 0.67 -0.691
N 6.29656 1.92703 -3.46932 1.44 2.90 1.63 -0.380
N 6.56369 -0.04821 -4.27933 1.42 -4.82 -1.55 -0.385
H 7.30645 1.91401 -3.46105 -0.29 0.65 0.46 0.178
H 5.75544 2.55084 -2.88781 0.44 0.16 -0.20 0.234
H 7.57197 -0.05760 -4.22132 -0.40 0.32 0.27 0.198
H 6.12445 -0.94365 -4.43859 0.40 -0.07 -0.34 0.234
C -6.21242 -0.39219 -1.12715 -0.76 1.78 -0.47 -1.319
C -6.06673 1.03163 -1.74573 0.26 -0.57 2.38 0.291
C -7.34735 1.89897 -1.63611 -0.55 -0.27 -0.69 -0.717
O -7.61369 2.44514 -0.36359 -0.40 -0.46 1.28 -0.307
C -8.79359 3.26609 -0.26259 0.09 0.65 -1.97 -0.823
N -4.91150 1.70053 -1.08827 0.10 -0.17 -1.74 -0.693
H -6.32005 -0.25084 -0.05173 -0.09 -0.35 0.03 0.278
H -5.35676 -1.02860 -1.35283 -0.21 0.04 -0.08 0.331
H -7.15378 -0.71267 -1.57351 0.12 -0.91 0.32 0.347
H -5.83536 0.88578 -2.80085 -0.02 0.34 -0.08 0.383
H -8.19020 1.29000 -1.96300 -0.29 -0.21 -0.01 0.353
H -7.28352 2.69313 -2.37999 0.18 0.42 -0.11 0.392
H -8.56279 4.16401 -0.83580 0.09 0.60 0.39 0.332
H -9.22458 3.53351 0.70221 1.20 -0.43 0.48 0.289
H -9.68382 2.94790 -0.80513 0.12 -1.15 -0.24 0.317
H -5.13460 2.12664 -0.20014 -0.49 -0.07 0.09 0.289
H -4.78569 2.45022 -1.75329 0.76 0.72 0.40 0.264
C 0.22337 -2.78591 4.10319 -0.08 -1.25 0.27 -1.352
C -1.08567 -2.21348 4.59792 -0.17 -0.57 -1.46 0.388
C -1.55288 -2.99575 5.83296 -0.50 0.16 -1.18 -0.684
O -1.79818 -4.33497 5.43279 0.59 0.88 0.21 -0.287
C -2.15115 -5.22693 6.47362 -0.26 0.45 -0.93 -0.723
N -0.96425 -0.80510 4.80806 0.44 0.67 1.72 -0.785
H 0.78072 -2.26855 3.32228 -0.36 0.31 0.13 0.370
H -0.06153 -3.77595 3.74718 0.40 -0.14 -0.24 0.352
H 0.86802 -2.98532 4.95920 0.35 0.22 0.02 0.288
H -1.77960 -2.28659 3.76054 -0.50 -0.60 0.19 0.314
H -2.44753 -2.49429 6.20207 -0.51 -0.18 0.16 0.344
H -0.80910 -2.86878 6.61958 0.39 -0.45 0.20 0.371
H -1.40789 -5.21175 7.27076 -0.02 -0.24 0.10 0.310
H -2.21551 -6.17385 5.93760 0.04 -0.24 0.61 0.232
H -3.13890 -4.93718 6.83210 -0.08 -0.21 0.43 0.288
H -0.36379 -0.82467 5.61995 1.22 0.86 0.18 0.302
H -1.77580 -0.48805 5.31891 -0.94 0.33 -0.44 0.270
C 2.44107 5.32208 1.78811 -0.20 0.01 0.16 -1.431
C 3.95145 5.63273 1.64266 -0.41 -0.69 0.95 0.381
C 4.87442 4.54090 2.24776 -0.53 1.78 0.73 -0.544
O 4.85951 4.69235 3.65657 -0.34 -0.02 0.72 -0.339
C 5.44649 3.63499 4.40883 -0.79 0.31 -0.07 -0.735
N 4.24879 5.72696 0.22752 -0.18 0.45 -0.95 -0.741
H 1.87325 6.20871 1.50605 -0.06 -0.04 -0.49 0.346
H 1.97825 5.06677 2.74137 0.97 0.18 0.64 0.357
H 2.13526 4.45834 1.19775 0.24 0.17 -0.63 0.342
H 4.14246 6.64042 2.01167 0.11 -0.28 1.14 0.366
H 5.90031 4.78377 1.97090 0.15 -0.59 -0.73 0.344
H 4.47212 3.59222 1.89244 0.44 -0.36 0.04 0.274
H 4.69202 2.85959 4.54163 0.29 -0.74 -0.66 0.282
H 5.59562 3.90447 5.45441 0.30 0.82 -0.20 0.253
H 6.39849 3.34389 3.96491 -0.08 -0.45 0.04 0.304
H 5.08775 6.28160 0.13474 0.86 -0.40 0.04 0.268
H 3.61828 6.46064 -0.06276 -0.76 -0.16 -0.74 0.275

---

(3)
29
Properties=species:S:1:pos:R:3:forces:R:3:mulliken_charge:R:1 method="wB97M-V/def2-TZVPD" gap_ev="3.2 / 3.2" de_lowest_kcal_mol=0.3 e_lumo_ha="-0.3924 / -0.3924" total_charge=+2
Pt 0.20827 0.02549 0.03186 0.07 -0.48 0.15 0.517
Cl -2.05777 -2.97809 0.20243 0.06 -0.03 0.02 -0.176
C -0.37957 -3.03757 0.59184 -0.19 -0.05 -0.03 1.015
C 0.38887 -1.89636 0.50617 0.09 0.26 -0.05 -0.807
C 1.71157 -2.01483 0.82918 0.10 0.05 0.01 0.838
Cl 2.43544 -0.38157 0.62193 -0.06 -0.08 0.00 -0.228
C 2.37766 -3.13773 1.23241 0.14 -0.07 0.05 -0.635
Cl 4.04209 -3.10110 1.59725 -0.06 -0.01 -0.01 -0.142
C 1.58412 -4.29190 1.31585 0.03 0.00 0.01 0.874
Cl 2.30236 -5.75333 1.80745 0.03 -0.04 0.01 -0.127
C 0.21987 -4.23846 0.99770 -0.10 -0.05 -0.01 -0.230
Cl -0.72757 -5.65546 1.10573 0.03 0.01 0.00 -0.129
I -4.87836 -0.03130 -1.09562 0.01 -0.04 0.01 0.429
C -3.58497 1.51369 -1.14559 -0.01 0.00 0.00 -0.623
C -3.96109 2.78406 -1.50904 0.11 -0.07 0.04 -0.467
C -3.04296 3.85046 -1.53786 0.05 0.05 0.00 0.103
I -3.75571 5.65358 -2.09396 0.00 0.06 -0.01 0.440
C -1.63511 3.67434 -1.18377 -0.12 -0.03 -0.02 0.746
C -0.66400 4.67487 -1.18634 0.00 0.09 -0.02 -0.450
C 0.63204 4.34937 -0.82431 0.04 -0.02 0.02 -0.866
C 0.94111 3.04410 -0.46793 0.03 0.03 0.00 -0.057
N 0.01910 2.07320 -0.46104 0.01 0.43 -0.11 -0.523
C -1.22665 2.39833 -0.81181 -0.17 -0.08 -0.02 0.572
C -2.16970 1.27746 -0.77670 0.01 0.06 -0.01 0.868
O -1.75794 0.16709 -0.44019 -0.13 0.01 -0.03 -0.486
H -4.98992 2.97534 -1.78152 0.00 0.00 0.00 0.415
H -0.91069 5.69117 -1.46514 0.01 -0.01 0.00 0.303
H 1.40692 5.10343 -0.81651 0.01 -0.02 0.01 0.422
H 1.94448 2.75947 -0.18037 0.00 0.02 0.00 0.401